Entry 1:
Formula: C58H40F12N5PSSeTa
Source: the OMol25 dataset
Level of theory: ωB97M-V/def2-TZVPD

Energy relative to the best compared isomer or geometry (same formula, charge and spin)   6.7 kcal per mole
Energy   -6904.28108 hartree
Frontier orbital gap   0.25407 hartree
LUMO   -3.9 eV
Max |F|   0.09917 hartree/bohr
Charge   +1

Each line ends with the Löwdin charge.
Cartesian coordinates (Å):
Ta -9.4242 -13.6467 -17.0541  1.80
C -5.7402 -11.0345 -18.4683  0.01
C -6.6600 -11.7868 -17.6300  -0.09
N -7.6667 -12.4672 -18.1196  -0.01
C -7.8258 -12.5378 -19.5016  -0.15
C -7.0110 -11.8193 -20.3621  -0.18
C -6.0107 -11.0029 -19.8412  0.01
C -7.2448 -11.9161 -21.7362  0.00
C -8.2598 -12.7041 -22.1741  -0.07
C -9.1074 -13.3170 -21.3241  -0.02
C -8.9571 -13.2566 -19.9674  -0.20
N -9.8229 -13.7899 -18.9577  -0.12
C -11.1463 -14.2528 -19.3667  -0.24
C -11.4368 -15.5659 -19.2839  -0.04
C -12.6262 -16.0534 -19.7740  -0.05
C -13.4995 -15.1936 -20.4407  0.01
C -13.1629 -13.8120 -20.6365  -0.11
C -14.0968 -12.8904 -21.2569  0.02
C -13.7472 -11.5920 -21.1179  -0.05
C -12.5561 -11.1597 -20.4970  -0.13
N -11.7491 -11.9683 -19.9251  0.14
C -12.0148 -13.3043 -19.9669  -0.19
H -5.0382 -10.2588 -18.0647  0.13
H -6.5896 -11.7519 -16.5458  0.11
H -5.5367 -10.3385 -20.4919  0.11
H -6.7468 -11.2543 -22.4288  0.13
H -8.4856 -12.7869 -23.2667  0.14
H -10.1134 -13.7905 -21.6002  0.16
H -10.7185 -16.2437 -18.8046  0.12
H -12.9102 -17.0619 -19.5095  0.12
H -14.3833 -15.4945 -20.9691  0.11
H -15.0350 -13.2241 -21.6561  0.12
H -14.3840 -10.8098 -21.4984  0.11
H -12.4311 -10.0823 -20.4862  0.12
C -9.5069 -8.4789 -14.3431  -0.04
C -9.1673 -9.0617 -12.9576  -0.51
C -10.4990 -9.3805 -12.2585  -0.04
C -8.4432 -7.9739 -12.0963  -0.04
C -8.2821 -10.3573 -13.1098  -0.12
C -7.4375 -10.8128 -12.0983  -0.02
C -6.7625 -11.9991 -12.2066  -0.05
C -7.0111 -12.8558 -13.3053  -0.42
S -6.2848 -14.4150 -13.7054  1.19
C -7.1384 -14.3150 -15.2228  -0.49
N -8.0592 -13.3453 -15.3886  -0.06
C -7.9040 -12.4787 -14.2920  -0.31
C -8.4716 -11.2002 -14.1851  0.00
C -6.9529 -15.2232 -16.3209  -0.27
C -5.9520 -16.2237 -16.3128  -0.03
C -5.8997 -17.1249 -17.3161  -0.04
C -6.8512 -17.0683 -18.3767  -0.03
C -7.7785 -16.0806 -18.3809  -0.12
C -7.8473 -15.1688 -17.3606  -0.23
H -10.0845 -7.5916 -14.3077  0.08
H -10.0909 -9.2094 -14.9186  0.06
H -8.5591 -8.3278 -14.8229  0.09
H -11.0909 -8.4657 -12.3193  0.08
H -10.4129 -9.6912 -11.1900  0.10
H -11.0708 -10.1511 -12.8338  0.08
H -9.1155 -7.1243 -11.9520  0.09
H -7.4682 -7.7629 -12.5418  0.09
H -8.3166 -8.3554 -11.0475  0.09
H -7.2083 -10.2328 -11.2094  0.12
H -6.0916 -12.3266 -11.4132  0.12
H -9.1731 -10.9266 -14.9367  0.06
H -5.2917 -16.3887 -15.4984  0.10
H -5.1214 -17.8316 -17.2327  0.10
H -6.7758 -17.8432 -19.1459  0.12
H -8.4874 -15.9707 -19.2414  0.11
F -14.5560 -6.4537 -15.7200  0.14
C -13.2282 -6.6967 -15.7442  -0.61
F -12.6904 -6.0210 -16.7522  0.17
F -12.8125 -6.1360 -14.5992  0.15
C -13.0234 -8.1403 -15.8379  -0.16
C -13.4870 -8.9346 -14.8416  0.00
C -13.3266 -10.3210 -14.9904  -0.05
C -12.7473 -10.9627 -16.0960  -0.33
C -12.3395 -10.0995 -17.1193  -0.11
C -12.4058 -8.7167 -16.9037  -0.02
P -12.4196 -12.7759 -16.1581  1.13
C -12.4721 -13.2256 -14.3876  -0.39
C -13.5814 -13.6387 -13.6717  -0.05
C -13.5694 -13.8196 -12.3133  0.02
C -12.3674 -13.6715 -11.5855  -0.06
C -11.2857 -13.1312 -12.3476  0.02
C -11.3242 -12.9614 -13.7105  -0.15
C -12.3852 -13.6958 -10.1043  -0.59
F -11.9197 -14.8422 -9.6333  0.16
F -11.6613 -12.7586 -9.5079  0.16
F -13.6733 -13.5970 -9.6082  0.11
C -14.0019 -13.3142 -16.9421  -0.30
C -14.1959 -14.7451 -16.9875  -0.06
C -15.2622 -15.2955 -17.6490  -0.04
C -16.2417 -14.5215 -18.1839  -0.12
C -16.1511 -13.1096 -18.0769  0.01
C -15.0528 -12.5563 -17.4615  -0.07
C -17.3652 -15.1706 -18.9414  -0.54
F -16.8599 -15.7584 -20.1001  0.09
F -17.8689 -16.2480 -18.2954  0.14
F -18.3154 -14.2964 -19.2398  0.17
H -14.0064 -8.5193 -13.9547  0.15
H -13.5528 -10.9114 -14.0834  0.11
H -11.9287 -10.4964 -18.0441  0.04
H -12.0436 -8.0803 -17.7135  0.11
H -14.4823 -13.6943 -14.3059  0.12
H -14.4420 -14.0254 -11.7776  0.11
H -10.3442 -12.8189 -11.8413  0.14
H -10.4737 -12.5430 -14.2419  0.07
H -13.4171 -15.3511 -16.5366  0.09
H -15.4436 -16.3741 -17.6849  0.14
H -17.0576 -12.4857 -18.2792  0.14
H -15.1286 -11.4803 -17.3369  0.11
F -9.5970 -16.7670 -15.9311  0.03
C -10.2952 -15.5610 -15.8436  -0.57
F -10.1714 -15.2208 -14.5347  0.03
F -11.6087 -15.8499 -15.9953  0.01
Se -9.2263 -9.2029 -18.5889  0.76
C -9.6331 -10.5880 -17.6347  -0.90
N -9.8911 -11.5935 -17.0580  -0.13

***

Entry 2:
Formula: C58H40F12N5PSSeTa
Source: the OMol25 dataset
Level of theory: ωB97M-V/def2-TZVPD

Energy relative to the best compared isomer or geometry (same formula, charge and spin)   0.0 kcal per mole
Energy   -6904.29180 hartree
Frontier orbital gap   0.22595 hartree
LUMO   -4.3 eV
Max |F|   0.09803 hartree/bohr
Charge   +1

Each line ends with the Löwdin charge.
Cartesian coordinates (Å):
Ta -1.4359 2.6596 0.6463  1.94
C -2.9287 -1.8152 0.4070  -0.01
C -2.2833 -0.5914 -0.0345  -0.05
N -1.8113 0.3201 0.8295  0.02
C -1.9387 0.0871 2.1786  -0.23
C -2.6653 -0.9181 2.6768  -0.18
C -3.2093 -1.8708 1.7127  0.02
C -2.9072 -1.1613 4.0311  -0.04
C -2.2850 -0.3924 4.9741  -0.02
C -1.4569 0.6778 4.4592  0.02
C -1.2678 0.9603 3.1100  -0.18
N -0.6237 2.0523 2.4833  -0.09
C 0.6128 2.4595 2.8734  -0.26
C 1.1239 2.6667 4.1240  0.02
C 2.4561 3.1082 4.1828  -0.07
C 3.2902 3.1493 3.1490  -0.04
C 2.8190 2.8832 1.8627  -0.16
C 3.5662 2.9636 0.7047  0.02
C 3.1096 2.4254 -0.4319  -0.04
C 1.7593 2.1293 -0.5284  -0.10
N 0.8729 2.2591 0.5178  0.02
C 1.4581 2.5227 1.7303  -0.16
H -3.1938 -2.6072 -0.2934  0.12
H -2.0765 -0.3038 -1.0396  0.08
H -3.8614 -2.6471 2.0751  0.13
H -3.5670 -1.9508 4.3099  0.12
H -2.4203 -0.5561 6.0231  0.12
H -0.9775 1.2428 5.2166  0.09
H 0.4018 2.8446 4.9600  0.14
H 2.8299 3.4576 5.1366  0.12
H 4.3671 3.3825 3.2691  0.14
H 4.6357 3.2769 0.8068  0.16
H 3.7329 2.3255 -1.3069  0.12
H 1.3647 1.7986 -1.4578  0.08
C -0.5686 -1.2449 -5.7953  -0.04
C -0.4441 0.1486 -5.2102  -0.57
C -0.1612 1.1859 -6.2767  -0.03
C 0.8070 0.0825 -4.3255  -0.08
C -1.6317 0.5571 -4.3979  -0.17
C -2.8836 0.4896 -5.0247  -0.01
C -4.0361 0.9599 -4.4462  -0.05
C -3.9848 1.4341 -3.1260  -0.44
S -5.2027 2.1240 -2.1343  1.19
C -4.0635 2.2261 -0.8236  -0.47
N -2.8116 1.9930 -1.1929  -0.04
C -2.7292 1.5008 -2.4924  -0.30
C -1.6106 1.0283 -3.1162  0.00
C -4.4852 2.5514 0.5535  -0.28
C -5.8436 2.6857 0.8044  -0.03
C -6.1924 3.0658 2.0917  -0.05
C -5.2276 3.3147 3.0379  -0.04
C -3.8869 3.2183 2.6887  -0.09
C -3.5009 2.8482 1.4350  -0.24
H 0.2896 -1.4748 -6.3493  0.07
H -1.4083 -1.2671 -6.5396  0.10
H -0.7042 -2.0837 -5.1050  0.09
H 0.7281 0.9807 -6.8627  0.09
H -0.1434 2.2089 -5.8160  0.12
H -0.9945 1.1644 -6.9676  0.08
H 1.5994 -0.5311 -4.8712  0.11
H 0.6481 -0.5205 -3.4228  0.05
H 1.3232 1.0298 -4.0627  0.09
H -2.9598 0.1335 -6.0634  0.13
H -4.9950 1.0028 -4.9372  0.12
H -0.5864 1.1246 -2.7272  0.10
H -6.5302 2.6568 0.0126  0.07
H -7.2180 3.1834 2.4511  0.12
H -5.5455 3.6333 4.0020  0.11
H -3.0999 3.4506 3.3638  0.09
F 7.3990 -0.3341 -3.0116  0.10
C 7.1127 -1.5546 -2.4227  -0.53
F 8.0505 -1.7605 -1.4948  0.15
F 7.3231 -2.4972 -3.3711  0.14
C 5.7014 -1.4861 -1.8370  -0.09
C 5.3456 -2.3468 -0.7623  0.01
C 4.0554 -2.3651 -0.1963  -0.04
C 3.1277 -1.3951 -0.6508  -0.36
C 3.5092 -0.5767 -1.7174  -0.13
C 4.7303 -0.6137 -2.2805  -0.03
P 1.3693 -1.3453 -0.1801  1.10
C 0.8904 -3.0962 -0.5456  -0.32
C 1.1098 -4.1870 0.3239  -0.07
C 0.6995 -5.4778 -0.0218  0.02
C 0.0313 -5.7065 -1.2091  -0.12
C -0.1710 -4.6301 -2.0506  -0.02
C 0.2079 -3.3571 -1.7645  -0.07
C -0.5189 -7.0165 -1.5524  -0.65
F -0.9092 -7.7556 -0.5281  0.17
F 0.4197 -7.7136 -2.2041  0.16
F -1.5707 -6.9007 -2.3413  0.16
C 1.4615 -1.4485 1.6355  -0.39
C 0.3670 -2.0362 2.3163  -0.08
C 0.3576 -2.0710 3.7135  0.00
C 1.3020 -1.3565 4.4184  -0.13
C 2.3201 -0.6717 3.7679  0.02
C 2.4428 -0.8499 2.3664  -0.07
C 1.3489 -1.4476 5.9242  -0.56
F 2.6214 -1.8132 6.2564  0.12
F 1.1707 -0.2724 6.5923  0.12
F 0.5347 -2.3695 6.4095  0.17
H 6.1794 -2.9813 -0.3431  0.14
H 3.9028 -3.0141 0.7029  0.13
H 2.7338 0.0434 -2.1666  0.07
H 4.9508 0.0436 -3.1026  0.13
H 1.5048 -4.0224 1.3077  0.10
H 0.8640 -6.2495 0.7604  0.14
H -0.7431 -4.8800 -2.9214  0.12
H -0.1053 -2.5817 -2.4010  0.07
H -0.3696 -2.6258 1.7924  0.10
H -0.4496 -2.5412 4.2280  0.11
H 3.0433 -0.0037 4.2666  0.14
H 3.2170 -0.3193 1.8030  0.11
F -0.3761 3.2837 -2.3021  -0.02
C -0.7087 4.0193 -1.1465  -0.61
F -1.7154 4.7918 -1.5565  0.07
F 0.3390 4.8541 -0.9664  0.06
Se -1.1019 6.9637 3.1166  0.64
C -1.1526 5.4585 2.1432  -0.84
N -1.2892 4.5142 1.4914  -0.10